(a)
21
Properties=species:S:1:pos:R:3:lowdin_charge:R:1 method="wB97M-V/def2-TZVPD" homo_lumo_gap_ev=9.931 total_charge=0 smiles="CC(=O)CO.CNC(=O)O" spin_multiplicity=1
C -0.329 -1.495 1.493 -0.0248
C 0.600 -0.956 0.438 -0.4040
O 1.006 -1.652 -0.490 0.0352
C 1.593 0.235 0.984 -0.1852
O 2.666 -0.386 1.666 -0.0569
H -0.812 -0.669 2.020 0.0772
H 0.229 -2.129 2.183 0.0965
H -1.104 -2.090 1.001 0.0840
H 1.978 0.774 0.113 0.1104
H 1.106 0.913 1.689 0.1140
H 3.077 -0.999 1.031 0.1007
C -0.994 0.019 -2.269 -0.0659
N -1.310 0.263 -0.873 0.0116
C -1.003 1.443 -0.211 -0.6294
O -1.513 1.783 0.841 0.0699
O -0.200 2.255 -0.926 0.1072
H 0.054 0.260 -2.452 0.0899
H -1.185 -1.034 -2.482 0.0915
H -1.643 0.629 -2.900 0.0870
H -2.135 -0.198 -0.505 0.1498
H -0.083 3.034 -0.350 0.1415

(b)
21
Properties=species:S:1:pos:R:3:lowdin_charge:R:1 method="wB97M-V/def2-TZVPD" homo_lumo_gap_ev=9.763 total_charge=0 smiles="C=C(C)OC.NOC(=O)O" spin_multiplicity=1
C 1.247 0.709 -1.220 0.0141
C 1.730 0.334 -0.037 -0.4378
C 2.400 1.279 0.917 -0.0191
O 1.681 -0.918 0.488 -0.0907
C 1.107 -1.948 -0.285 -0.0745
H 0.786 0.028 -1.912 0.0641
H 1.362 1.725 -1.552 0.0681
H 3.446 1.001 1.032 0.0866
H 1.932 1.210 1.897 0.0847
H 2.341 2.301 0.555 0.0793
H 1.203 -2.853 0.311 0.0953
H 0.050 -1.753 -0.486 0.0805
H 1.641 -2.075 -1.231 0.0974
N -1.644 1.152 -0.114 0.0921
O -1.880 -0.255 -0.260 -0.0294
C -3.081 -0.713 0.070 -0.6474
O -3.384 -1.854 -0.113 0.1280
O -3.864 0.201 0.655 0.1295
H -0.681 1.249 -0.456 0.0449
H -1.665 1.365 0.884 0.0958
H -4.728 -0.184 0.859 0.1384

(c)
21
Properties=species:S:1:pos:R:3:lowdin_charge:R:1 method="wB97M-V/def2-TZVPD" homo_lumo_gap_ev=9.742 total_charge=0 smiles="C=[N+]([O-])O.CC(C)(O)C=O" spin_multiplicity=1
C 2.403 1.424 -1.057 0.0929
N 2.472 0.112 -0.918 -0.4331
O 2.569 -0.465 0.145 -0.0032
O 2.409 -0.590 -2.082 0.0603
H 2.487 1.956 -0.184 0.0631
H 2.255 1.714 -2.144 0.1287
H 1.756 -1.302 -1.969 0.1253
C -2.547 0.108 0.905 -0.0183
C -1.141 -0.216 0.336 -0.5633
C -0.752 -1.599 0.735 -0.0162
O -1.221 0.027 -1.067 -0.0073
C -0.055 0.785 0.848 -0.1653
O 0.278 1.817 0.315 0.0436
H -2.839 1.082 0.484 0.0906
H -3.345 -0.601 0.617 0.0937
H -2.535 0.063 2.011 0.0938
H -1.466 -2.140 1.224 0.0481
H 0.038 -1.562 1.481 0.0837
H -0.335 -2.022 -0.225 0.1182
H -0.885 0.898 -1.171 0.0577
H 0.454 0.511 1.715 0.1071

Which one sits at the top of the stability order? (a) does.

(a)
6
Properties=species:S:1:pos:R:3:lowdin_charge:R:1 method="wB97M-V/def2-TZVPD" homo_lumo_gap_ev="7.988 / 7.061" total_charge=0 spin_multiplicity=1
C 1.359 -0.255 0.015 -0.1474
O 0.774 -0.766 -0.864 -0.1009
S -0.425 1.923 0.330 0.1095
S -1.520 0.757 -0.793 -0.1179
Br -2.246 -0.845 0.568 0.1498
H 2.058 -0.814 0.743 0.1069

(b)
6
Properties=species:S:1:pos:R:3:lowdin_charge:R:1 method="wB97M-V/def2-TZVPD" homo_lumo_gap_ev=8.757 total_charge=0 smiles="O=C=S.SBr" spin_multiplicity=1
O 1.965 -1.201 -1.410 0.1302
C 2.107 -0.611 -0.472 -0.6439
S 2.419 0.115 1.270 0.3958
S -2.501 1.262 0.360 0.1254
Br -0.886 0.278 -0.699 0.1687
H -3.104 0.158 0.951 -0.1762

(c)
6
Properties=species:S:1:pos:R:3:lowdin_charge:R:1 method="wB97M-V/def2-TZVPD" homo_lumo_gap_ev=8.785 total_charge=0 spin_multiplicity=1
C -0.843 0.293 -1.197 -1.4477
O 0.542 0.883 1.761 -0.8332
S 0.050 1.557 -1.489 0.7174
S -1.661 -0.903 -0.770 0.7619
Br 1.451 -0.364 1.003 0.9027
H 0.461 -1.467 0.693 -0.1011

Which one sits at the top of the stability order? (b) does.

(a)
12
Properties=species:S:1:pos:R:3:lowdin_charge:R:1 method="wB97M-V/def2-TZVPD" homo_lumo_gap_ev=9.033 total_charge=+1 spin_multiplicity=1
S -0.541 -1.082 -1.697 0.5293
H -1.100 -1.881 -0.686 -0.1393
H 0.539 -1.908 -1.807 -0.1644
C 0.751 -0.079 1.831 -0.0114
C -0.106 1.942 0.889 0.1902
N 0.442 0.808 0.732 -0.0325
H 1.814 -0.231 2.035 0.1175
H 0.252 -1.026 1.590 0.1050
H 0.350 0.379 2.736 0.1032
H -0.255 2.240 1.937 0.1360
H -0.508 2.504 0.097 0.1137
H 0.611 0.402 -0.191 0.0527

(b)
12
Properties=species:S:1:pos:R:3:lowdin_charge:R:1 method="wB97M-V/def2-TZVPD" homo_lumo_gap_ev=6.206 total_charge=+1 spin_multiplicity=1
C 0.930 0.300 -0.049 -0.5456
C -0.223 -0.034 -0.846 0.1066
S 2.322 0.667 -1.209 0.8196
N -1.788 -0.607 0.929 0.1397
H 1.257 -0.477 0.646 0.1072
H 0.730 1.141 0.619 0.1089
H -0.393 -0.918 -1.455 0.1387
H -0.698 0.830 -1.322 0.1423
H 3.274 0.787 -0.268 -0.0901
H -2.563 -0.034 1.219 0.0768
H -1.657 -1.438 1.475 0.0782
H -1.191 -0.218 0.260 -0.0824

(c)
12
Properties=species:S:1:pos:R:3:lowdin_charge:R:1 method="wB97M-V/def2-TZVPD" homo_lumo_gap_ev=8.291 total_charge=+1 spin_multiplicity=1
C 1.476 1.059 -1.046 -0.4544
S 0.307 0.024 -1.972 0.7128
H 2.279 1.457 -1.659 0.0403
H 0.938 1.897 -0.604 0.0366
H 1.946 0.503 -0.236 0.0292
H 1.072 -1.057 -1.994 -0.1218
C -1.912 -0.802 1.470 0.1634
N -0.758 -0.489 1.048 0.1757
H -2.096 -0.920 2.528 0.1257
H -2.703 -0.946 0.742 0.1282
H -0.541 -0.375 0.021 0.0168
H -0.008 -0.351 1.701 0.1473

Which one sits at the top of the stability order? (c) does.